DFT (ωB97M-V/def2-TZVPD) results for 11 unconnected molecules or ions with the total composition C82H180N10O11 in a non-equilibrium geometry.

Element x y z (Å)
C (17.560, 11.794, 11.046)
C (18.062, 13.130, 11.453)
C (18.140, 13.065, 13.044)
C (19.480, 13.398, 10.962)
C (19.903, 14.891, 11.084)
C (18.876, 15.833, 10.515)
C (17.515, 15.588, 11.126)
C (17.574, 16.169, 12.564)
C (16.460, 16.387, 10.416)
N (17.212, 14.150, 10.930)
O (15.921, 13.966, 11.492)
H (18.358, 11.082, 11.370)
H (16.639, 11.438, 11.556)
H (17.390, 11.595, 9.958)
H (18.704, 13.925, 13.374)
H (17.157, 13.001, 13.453)
H (18.716, 12.250, 13.417)
H (19.981, 12.728, 11.655)
H (19.546, 13.021, 9.941)
H (20.051, 15.135, 12.116)
H (20.914, 15.006, 10.595)
H (18.834, 15.778, 9.479)
H (19.229, 16.856, 10.713)
H (17.714, 17.183, 12.412)
H (18.429, 15.722, 13.147)
H (16.687, 15.908, 13.117)
H (16.499, 16.118, 9.311)
H (16.873, 17.404, 10.332)
H (15.488, 16.299, 10.872)
H (15.303, 13.611, 10.824)
C (23.461, 16.006, 14.086)
C (22.540, 16.780, 15.013)
C (21.274, 17.168, 14.238)
C (22.211, 15.831, 16.145)
C (21.592, 16.500, 17.363)
C (22.451, 17.648, 17.715)
C (22.749, 18.709, 16.624)
C (21.515, 19.557, 16.317)
C (23.827, 19.606, 17.118)
N (23.302, 17.936, 15.543)
O (23.596, 18.909, 14.509)
H (23.208, 15.018, 13.791)
H (23.655, 16.620, 13.194)
H (24.455, 15.935, 14.537)
H (20.567, 17.644, 14.872)
H (21.408, 17.818, 13.363)
H (20.700, 16.303, 13.840)
H (21.568, 15.074, 15.745)
H (23.141, 15.382, 16.396)
H (20.591, 16.903, 17.181)
H (21.520, 15.794, 18.184)
H (23.430, 17.267, 18.052)
H (21.978, 18.176, 18.551)
H (21.471, 20.383, 17.053)
H (20.548, 18.978, 16.409)
H (21.320, 19.937, 15.366)
H (24.768, 19.163, 17.556)
H (23.443, 20.399, 17.737)
H (24.193, 20.152, 16.271)
H (24.527, 18.761, 14.330)
C (13.172, 17.506, 20.605)
C (11.808, 17.411, 19.891)
C (11.443, 15.922, 19.579)
C (10.782, 18.062, 20.880)
C (9.461, 18.223, 20.161)
C (9.587, 18.991, 18.864)
C (10.716, 18.653, 17.924)
C (10.234, 17.524, 16.924)
C (11.151, 19.862, 17.064)
N (11.897, 18.242, 18.711)
O (12.835, 17.612, 17.813)
H (13.403, 18.587, 20.827)
H (13.076, 17.028, 21.638)
H (13.942, 17.026, 20.062)
H (11.619, 15.269, 20.460)
H (10.377, 15.852, 19.333)
H (11.925, 15.647, 18.669)
H (10.715, 17.343, 21.709)
H (11.042, 19.001, 21.410)
H (8.968, 17.236, 20.006)
H (8.851, 18.773, 20.840)
H (9.812, 20.034, 19.132)
H (8.658, 18.981, 18.274)
H (9.435, 17.926, 16.262)
H (10.043, 16.573, 17.444)
H (11.079, 17.350, 16.159)
H (10.924, 20.831, 17.578)
H (10.625, 19.896, 16.073)
H (12.173, 19.825, 16.861)
H (13.677, 18.111, 17.854)
C (17.328, 19.505, 21.902)
C (18.451, 18.573, 22.437)
C (17.847, 17.967, 23.728)
C (18.899, 17.474, 21.516)
C (19.673, 18.047, 20.325)
C (20.894, 18.883, 20.856)
C (20.460, 19.993, 21.866)
C (21.654, 20.590, 22.609)
C (19.748, 21.135, 21.096)
N (19.618, 19.385, 22.882)
O (19.197, 20.339, 23.854)
H (16.401, 18.964, 22.014)
H (17.231, 20.389, 22.498)
H (17.445, 19.735, 20.845)
H (17.218, 17.146, 23.463)
H (18.619, 17.378, 24.210)
H (17.358, 18.695, 24.339)
H (19.575, 16.819, 22.123)
H (17.902, 16.963, 21.217)
H (19.985, 17.171, 19.713)
H (19.028, 18.683, 19.710)
H (21.476, 19.352, 20.100)
H (21.521, 18.191, 21.491)
H (21.502, 21.633, 22.966)
H (22.547, 20.604, 21.968)
H (21.862, 19.904, 23.372)
H (20.447, 21.821, 20.610)
H (19.271, 21.821, 21.837)
H (18.972, 20.833, 20.317)
H (19.904, 20.292, 24.534)
C (13.133, 10.753, 22.216)
C (11.867, 11.460, 21.543)
C (12.414, 12.108, 20.272)
C (10.934, 10.356, 21.195)
C (10.183, 9.714, 22.376)
C (9.386, 10.837, 23.010)
C (10.291, 11.999, 23.496)
C (9.418, 13.217, 23.866)
C (11.151, 11.563, 24.761)
N (11.075, 12.434, 22.312)
O (11.916, 13.487, 22.706)
H (13.625, 10.185, 21.442)
H (13.776, 11.527, 22.616)
H (12.891, 10.070, 23.075)
H (11.579, 12.390, 19.650)
H (12.977, 13.066, 20.463)
H (13.068, 11.377, 19.810)
H (10.162, 10.765, 20.565)
H (11.508, 9.647, 20.595)
H (9.529, 8.941, 22.079)
H (10.891, 9.395, 23.144)
H (8.770, 10.519, 23.864)
H (8.753, 11.160, 22.186)
H (8.940, 13.432, 22.899)
H (9.950, 14.086, 24.251)
H (8.624, 12.938, 24.539)
H (10.569, 11.511, 25.683)
H (11.884, 12.404, 24.993)
H (11.648, 10.615, 24.659)
H (12.524, 13.166, 23.359)
C (15.053, 13.943, 15.721)
C (13.867, 12.888, 15.483)
C (14.416, 11.463, 15.696)
C (12.698, 13.106, 16.479)
C (11.920, 14.372, 16.166)
C (11.428, 14.394, 14.668)
C (12.572, 14.195, 13.689)
C (12.004, 13.786, 12.355)
C (13.449, 15.458, 13.571)
N (13.340, 12.983, 14.133)
O (14.309, 12.632, 13.235)
H (15.759, 13.470, 16.461)
H (15.674, 14.084, 14.836)
H (14.692, 14.837, 16.206)
H (13.748, 10.724, 15.225)
H (15.415, 11.279, 15.215)
H (14.455, 11.362, 16.807)
H (12.085, 12.230, 16.495)
H (13.056, 13.250, 17.497)
H (11.091, 14.494, 16.813)
H (12.671, 15.185, 16.232)
H (10.758, 15.204, 14.441)
H (10.772, 13.473, 14.568)
H (11.554, 12.792, 12.478)
H (12.787, 13.645, 11.568)
H (11.148, 14.459, 12.171)
H (13.933, 15.815, 14.463)
H (12.842, 16.289, 13.033)
H (14.293, 15.283, 12.864)
H (14.960, 13.394, 13.085)
C (19.364, 9.936, 22.020)
C (20.643, 10.528, 21.410)
C (20.733, 12.032, 21.918)
C (21.799, 9.684, 21.991)
C (23.055, 9.840, 21.220)
C (22.779, 9.682, 19.716)
C (21.732, 10.649, 19.157)
C (22.192, 12.124, 19.160)
C (21.377, 10.271, 17.723)
N (20.579, 10.367, 19.961)
O (19.561, 11.157, 19.373)
H (19.478, 9.980, 23.099)
H (18.468, 10.438, 21.724)
H (19.275, 8.887, 21.716)
H (21.698, 12.507, 21.648)
H (19.936, 12.797, 21.678)
H (20.578, 11.894, 22.984)
H (21.845, 9.880, 23.057)
H (21.472, 8.621, 21.868)
H (23.598, 10.795, 21.262)
H (23.732, 8.993, 21.508)
H (22.418, 8.710, 19.461)
H (23.723, 9.845, 19.231)
H (21.319, 12.798, 19.175)
H (22.851, 12.462, 18.375)
H (22.716, 12.361, 20.100)
H (22.373, 10.172, 17.167)
H (20.751, 11.067, 17.287)
H (20.855, 9.316, 17.738)
H (18.813, 10.526, 19.199)
C (17.230, 18.648, 15.590)
C (16.387, 19.180, 16.754)
C (15.964, 17.926, 17.620)
C (17.162, 20.074, 17.710)
C (17.314, 21.516, 17.241)
C (15.993, 22.036, 16.885)
C (15.180, 21.224, 15.861)
C (13.715, 21.777, 15.728)
C (15.829, 21.319, 14.475)
N (15.058, 19.830, 16.385)
O (14.490, 18.926, 15.455)
H (17.576, 19.381, 14.823)
H (18.094, 18.036, 15.950)
H (16.622, 17.934, 15.034)
H (15.253, 17.288, 17.100)
H (16.888, 17.530, 17.932)
H (15.473, 18.447, 18.423)
H (16.729, 19.924, 18.685)
H (18.147, 19.629, 17.827)
H (17.728, 22.149, 18.064)
H (18.103, 21.547, 16.471)
H (15.944, 23.051, 16.421)
H (15.319, 22.069, 17.765)
H (13.752, 22.729, 15.286)
H (13.255, 21.856, 16.726)
H (13.088, 21.145, 15.056)
H (15.935, 20.457, 13.846)
H (16.836, 21.740, 14.548)
H (15.320, 22.086, 13.807)
H (13.596, 18.710, 15.700)
C (18.498, 14.744, 16.496)
O (17.549, 14.982, 17.535)
C (17.981, 14.359, 18.738)
C (16.779, 13.786, 19.551)
C (15.761, 14.818, 20.065)
N (17.391, 13.089, 20.714)
H (19.477, 15.095, 16.734)
H (18.136, 15.253, 15.668)
H (18.649, 13.643, 16.321)
H (18.684, 13.572, 18.514)
H (18.539, 15.028, 19.454)
H (16.274, 13.022, 18.863)
H (16.267, 15.620, 20.631)
H (14.946, 14.408, 20.640)
H (15.208, 15.313, 19.228)
H (17.896, 12.203, 20.533)
H (16.707, 12.893, 21.418)
C (13.797, 15.190, 24.321)
O (14.327, 13.890, 24.237)
C (15.651, 13.843, 23.682)
C (16.767, 14.159, 24.663)
C (18.101, 13.835, 23.991)
N (16.526, 13.297, 25.832)
H (13.656, 15.532, 25.355)
H (12.724, 15.138, 23.943)
H (14.334, 15.985, 23.802)
H (15.829, 12.776, 23.367)
H (15.665, 14.478, 22.808)
H (16.589, 15.231, 24.930)
H (18.920, 14.053, 24.649)
H (18.209, 14.302, 23.047)
H (17.990, 12.794, 23.701)
H (17.219, 13.501, 26.535)
H (15.587, 13.464, 26.193)
C (17.016, 8.465, 16.851)
C (16.409, 9.473, 17.924)
O (17.283, 9.383, 19.034)
H (16.293, 8.462, 16.028)
H (17.221, 7.473, 17.228)
H (18.022, 8.814, 16.512)
H (15.388, 9.280, 18.173)
H (16.370, 10.446, 17.446)
H (17.018, 9.905, 19.791)

Forces on the atoms, in the same order (eV/Å):
C 0.037 -2.611 -0.657
C 0.355 0.327 1.935
C 0.196 1.042 -1.428
C -0.543 0.151 0.099
C 1.234 -1.442 -0.852
C 0.730 0.528 1.223
C 0.397 -0.104 0.677
C 0.851 -3.413 0.443
C 1.313 0.377 -2.571
N -1.166 1.082 -0.315
O -0.894 -0.219 0.199
H -0.580 0.202 -0.342
H 0.505 0.605 -0.093
H 0.297 0.624 0.655
H -0.287 0.328 0.415
H -0.607 0.203 0.483
H 0.344 -1.095 -0.135
H 1.137 0.125 -0.412
H 0.296 0.144 -0.067
H 0.216 0.039 0.624
H -1.034 0.033 0.402
H -0.193 -0.439 -2.134
H -0.349 -0.064 0.148
H 0.101 2.117 0.272
H -0.834 0.877 -0.590
H -0.526 0.281 0.227
H -0.681 -0.214 1.238
H -0.691 0.093 0.603
H -0.289 0.267 -0.086
H 0.764 0.213 0.084
C 1.757 1.781 -0.526
C -0.422 0.090 -1.106
C -0.585 -0.454 -0.819
C -0.775 0.731 0.310
C -0.321 -0.145 -0.994
C 0.823 1.280 1.405
C -0.756 -1.583 0.694
C -1.986 -0.790 2.004
C 1.921 0.847 0.304
N 0.554 0.024 -0.950
O -0.448 -0.886 -0.363
H -0.884 -0.768 -0.135
H -0.268 -0.319 -0.070
H -0.058 -0.097 0.302
H -0.613 0.564 0.616
H 0.455 -0.031 0.342
H 0.708 0.054 0.305
H -0.352 -0.631 -0.286
H 0.792 -0.592 0.643
H -0.173 -0.355 -0.238
H -0.052 -0.085 0.214
H -0.232 0.222 0.011
H 0.357 0.007 -0.002
H -0.176 -0.359 -0.424
H 0.934 0.287 0.602
H 0.841 0.872 -1.837
H -1.330 -0.052 -0.177
H -0.127 -0.006 0.787
H 0.225 0.397 -0.592
H 0.163 -0.031 -0.039
C -1.143 0.688 2.092
C 0.145 0.198 1.435
C -0.963 0.958 1.077
C 0.188 -1.074 -0.390
C -0.284 -1.184 -0.005
C -0.050 1.477 0.155
C 0.268 -1.728 -1.347
C 1.852 0.525 -1.194
C -2.483 0.728 0.083
N 0.720 0.669 -0.781
O 0.205 0.349 -0.121
H -0.049 -1.001 -0.538
H 0.176 0.303 -1.318
H 0.944 -0.380 -0.501
H 0.185 0.250 -0.696
H 0.076 -0.042 0.301
H 0.855 -0.564 -0.286
H -0.317 -0.008 -0.165
H 0.529 -0.234 -0.916
H 0.337 0.586 0.077
H -0.996 0.439 0.288
H -0.479 -0.045 0.174
H 0.167 0.104 0.348
H -0.017 -0.507 0.891
H -0.368 0.473 -0.479
H -1.059 -0.027 1.283
H 0.313 -0.776 -0.347
H 0.272 -0.095 0.860
H 1.669 -0.111 -0.194
H -0.806 0.020 0.325
C 0.186 -1.305 -0.760
C -0.912 1.958 1.990
C 1.302 -0.918 -1.025
C -0.912 -0.060 -0.160
C 0.704 -0.267 0.146
C -1.004 -1.321 2.304
C -0.805 0.987 -1.332
C 0.335 0.982 -1.510
C -1.005 0.864 -0.242
N 0.238 -1.563 0.075
O 0.599 0.165 0.194
H -0.531 -0.223 -0.135
H 0.206 0.558 0.227
H -0.083 0.180 0.090
H -1.264 -0.222 -0.474
H 0.544 0.512 0.766
H -0.136 0.214 0.489
H -0.696 0.097 -0.635
H 1.887 0.346 0.233
H 0.116 0.750 0.093
H 0.023 -0.149 0.002
H 0.491 0.236 -0.691
H -0.241 0.478 -0.927
H -0.113 -0.854 -0.052
H -0.229 0.102 -0.045
H 0.524 -0.701 1.527
H 0.302 -0.407 -0.217
H -0.038 -0.702 -0.442
H 1.159 0.292 1.114
H -0.745 -0.064 -0.581
C -1.428 0.572 1.255
C 1.176 -0.643 1.135
C 0.172 1.153 0.708
C -0.807 -1.241 -0.498
C 1.647 1.645 0.884
C 0.011 0.354 0.295
C 0.126 -0.429 0.670
C -0.168 -0.652 -1.159
C 0.144 1.866 -0.373
N 0.779 -0.221 0.440
O -0.616 1.019 -0.903
H 0.291 -0.133 -0.111
H 0.525 0.105 0.006
H 0.131 0.610 -0.954
H -0.212 -0.047 -0.534
H -0.402 -1.111 0.040
H -0.008 0.119 -0.490
H -0.365 0.166 -0.619
H -0.208 -0.275 0.038
H -0.496 -1.076 -0.400
H -0.029 -0.682 -0.281
H 0.073 -0.055 -0.310
H -0.469 0.612 0.305
H 0.015 0.574 0.375
H 0.107 -0.190 -0.131
H -0.174 -0.184 0.476
H -0.446 -0.015 -0.274
H -0.541 -1.223 -0.340
H 0.372 -0.170 -0.140
H 0.890 -0.499 0.659
C 0.059 -2.439 1.399
C 0.985 0.972 0.317
C 0.378 0.085 -0.029
C 0.595 0.841 -0.341
C 1.198 0.435 -2.602
C -0.457 -2.552 1.573
C 1.106 -0.335 0.591
C -0.513 -0.435 -0.483
C -0.426 0.889 -2.335
N -1.549 0.309 0.841
O 1.798 0.790 -1.351
H -0.641 0.527 -0.559
H -0.291 0.384 -0.046
H 0.094 0.522 -0.240
H -0.033 0.237 0.462
H -0.745 0.429 0.647
H 0.185 -0.407 -0.842
H -0.582 -0.646 -0.180
H 0.494 -0.274 0.136
H -0.667 0.375 0.777
H -0.819 0.036 0.529
H 0.162 0.741 -0.151
H 0.575 0.801 0.004
H 0.133 0.173 0.048
H -0.904 0.728 0.434
H 0.661 -0.020 -0.792
H -0.366 0.260 0.481
H 0.894 -1.170 1.177
H -0.479 -0.057 0.284
H -1.010 -1.167 0.310
C 0.826 -0.625 -0.214
C -1.032 1.560 0.391
C -0.143 0.069 -0.139
C -1.503 -0.298 -0.548
C 1.351 -0.835 -1.034
C 0.257 0.737 0.162
C 1.152 0.080 -0.206
C -0.333 0.598 1.533
C 1.540 0.212 -0.539
N -0.551 -0.312 -0.215
O -1.848 -0.229 0.642
H -0.280 -0.031 0.193
H -0.580 0.558 -0.115
H -0.027 0.103 0.064
H -0.579 -0.402 0.712
H 0.501 -1.298 -0.514
H 0.650 0.408 0.434
H 0.265 0.100 0.142
H 0.276 0.665 0.176
H -0.234 -0.217 0.828
H -0.165 0.977 -0.147
H -0.119 -0.952 -0.015
H 0.478 -0.015 -0.592
H 0.159 -0.298 -0.226
H 0.132 -0.434 -0.567
H 0.011 -0.116 -0.423
H -1.468 0.119 0.402
H 0.334 -0.524 -0.067
H -0.057 -0.062 -0.246
H 0.935 0.399 -0.063
C 0.303 -0.203 -0.899
C -1.123 -1.011 0.207
C -0.364 2.541 -1.235
C 0.604 -0.199 -0.430
C 1.656 -0.162 1.248
C -3.027 1.266 -1.035
C -1.160 -1.079 -1.052
C 0.480 -1.635 0.819
C 0.295 2.027 -1.232
N 1.347 -0.230 0.827
O 0.682 0.391 -1.336
H -0.045 -0.313 0.876
H -0.479 0.717 -0.005
H -0.098 0.002 -0.086
H 0.574 -0.405 -0.066
H 0.721 -1.345 0.565
H -0.345 -0.395 0.859
H -0.474 0.729 0.505
H 0.336 -0.121 -0.135
H -0.203 -0.504 -0.423
H -0.576 0.091 -0.167
H 0.540 -0.415 0.630
H 0.591 0.105 -0.068
H 0.065 1.457 -0.522
H 0.039 -0.114 -0.389
H 0.569 0.265 0.590
H -0.381 -0.822 0.155
H 0.140 -0.163 0.146
H 0.254 -0.851 0.915
H -0.643 0.172 0.718
C -0.203 -1.787 1.484
O 0.871 -0.356 0.399
C -0.829 0.757 1.308
C 0.221 -1.528 -0.566
C 0.271 0.868 -1.445
N 0.307 -0.176 -0.272
H 0.721 0.603 0.406
H -0.619 0.702 -1.837
H -0.520 0.766 -0.128
H 0.121 -0.661 -0.073
H -0.456 -0.024 -0.792
H 0.267 1.037 0.678
H -0.188 -0.386 -0.084
H -0.026 -0.525 0.534
H 0.747 -0.312 0.305
H -0.280 1.022 -0.391
H -0.436 -0.009 0.258
C -2.404 0.485 0.270
O 0.850 0.006 -0.118
C -0.187 -1.536 -0.074
C -1.301 0.598 0.188
C -1.497 -0.322 0.613
N 0.260 0.100 -0.476
H 0.480 -0.215 0.123
H 1.358 0.282 0.086
H 0.223 -0.327 -0.290
H -0.465 0.823 0.199
H 0.250 0.286 -0.306
H 0.765 -0.343 -0.142
H 0.597 -0.198 0.188
H 0.191 1.050 -0.823
H 0.623 -0.459 0.448
H -0.075 -0.017 0.339
H 0.355 -0.023 0.017
C -0.252 1.605 0.493
C 1.573 -1.150 -1.556
O 0.564 0.098 0.238
H 0.417 -0.290 -0.094
H -0.522 -0.254 0.324
H -0.941 0.143 0.123
H -0.692 -0.709 0.367
H 0.466 0.466 0.142
H -0.612 0.207 0.167

Results
LUMO level: 0.020 hartree
Largest force on an atom: 3.55 eV/Å
Energy relative to the best compared isomer or geometry (same formula, charge and spin): 0.00 kcal per mole
Structure (SMILES): CC1(C)CCCC(C)(C)N1O.CC1(C)CCCC(C)(C)N1O.CC1(C)CCCC(C)(C)N1O.CC1(C)CCCC(C)(C)N1O.CC1(C)CCCC(C)(C)N1O.CC1(C)CCCC(C)(C)N1O.CC1(C)CCCC(C)(C)N1O.CC1(C)CCCC(C)(C)N1O.COC[C@H](C)N.COC[C@H](C)N.CCO
Calculated total energy: -4607.0424 hartree